Record 1
{"formula": "C45H67NO6P3SSiTi", "method": "wB97M-V/def2-TZVPD", "homo_energy_ev": -10.26, "total_charge": 1, "lumo_ev": -3.143, "spin_multiplicity": 1, "elements": ["Ti", "C", "C", "C", "P", "C", "C", "C", "C", "C", "C", "C", "C", "C", "Si", "C", "C", "C", "C", "C", "C", "P", "C", "C", "C", "C", "C", "C", "C", "C", "C", "C", "C", "C", "P", "C", "C", "C", "C", "C", "C", "H", "H", "H", "H", "H", "H", "H", "H", "H", "H", "H", "H", "H", "H", "H", "H", "H", "H", "H", "H", "H", "H", "H", "H", "H", "H", "H", "H", "H", "H", "H", "H", "H", "H", "H", "H", "H", "H", "H", "H", "H", "H", "H", "H", "H", "H", "H", "H", "H", "H", "H", "H", "H", "H", "C", "C", "C", "C", "C", "C", "C", "S", "O", "O", "N", "C", "C", "O", "O", "H", "H", "H", "H", "H", "H", "H", "H", "H", "O", "H", "H", "O", "H", "H"], "positions_angstrom": [[0.0182, 0.0398, -1.3114], [-2.5756, -3.2164, 4.2857], [-1.7102, -2.7971, 3.0983], [-0.2665, -3.2659, 3.3248], [-1.7794, -0.9848, 2.5300], [-3.2053, -0.2781, 3.5364], [-3.1440, 1.2452, 3.6557], [-4.5327, -0.6559, 2.8720], [-0.3371, -0.2792, 3.4280], [-0.4035, -0.2234, 4.8257], [0.6380, 0.2499, 5.5976], [1.7919, 0.6818, 4.9693], [1.8828, 0.6224, 3.5911], [0.8449, 0.1488, 2.7713], [1.3047, 0.0993, 0.8789], [2.7481, -1.1345, 0.7409], [3.2464, -1.8319, 1.8432], [4.4238, -2.5651, 1.7562], [5.1373, -2.5883, 0.5656], [4.6419, -1.9230, -0.5460], [3.4385, -1.2245, -0.4766], [2.6725, -0.4953, -1.9672], [2.5608, -1.9708, -3.1507], [2.2839, -3.2789, -2.3944], [3.7190, -2.1766, -4.1272], [4.0461, 0.5011, -2.7369], [3.4887, 1.2948, -3.9227], [4.7711, 1.4362, -1.7763], [2.3354, 1.7257, 0.5884], [3.5883, 1.8633, 1.1974], [4.2953, 3.0549, 1.1813], [3.7697, 4.1553, 0.5224], [2.5770, 4.0255, -0.1707], [1.8727, 2.8181, -0.1674], [0.3127, 2.6318, -1.0909], [-0.9168, 3.5217, -0.0053], [-0.7271, 3.0567, 1.4399], [-0.8630, 5.0463, -0.0656], [0.3962, 3.5455, -2.7111], [-1.0339, 3.6280, -3.2690], [1.1175, 4.8865, -2.8461], [-2.5086, -4.3021, 4.4028], [-3.6285, -2.9668, 4.1525], [-2.2250, -2.7709, 5.2201], [-2.0853, -3.3282, 2.2174], [0.0955, -2.9450, 4.3020], [0.4258, -2.8661, 2.5789], [-0.2186, -4.3579, 3.2933], [-3.1836, -0.7123, 4.5351], [-3.2716, 1.7040, 2.6711], [-2.2068, 1.5964, 4.0860], [-3.9607, 1.5951, 4.2931], [-4.6332, -0.1368, 1.9168], [-5.3710, -0.3567, 3.5072], [-4.6215, -1.7274, 2.6801], [-1.3036, -0.5581, 5.3278], [0.5522, 0.2779, 6.6777], [2.6255, 1.0608, 5.5485], [2.8027, 0.9569, 3.1476], [2.7174, -1.7816, 2.7904], [4.7942, -3.0998, 2.6233], [6.0740, -3.1283, 0.4996], [5.2054, -1.9532, -1.4722], [1.6731, -1.7426, -3.7438], [3.2040, -3.6756, -1.9670], [1.5687, -3.1453, -1.5885], [1.8832, -4.0231, -3.0871], [4.6526, -2.4184, -3.6155], [3.8875, -1.3188, -4.7798], [3.4727, -3.0296, -4.7647], [4.7664, -0.2291, -3.1007], [2.7988, 2.0628, -3.5652], [2.9558, 0.6604, -4.6386], [4.2979, 1.7940, -4.4600], [4.1257, 2.2550, -1.4586], [5.6362, 1.8688, -2.2871], [5.1294, 0.9129, -0.8909], [4.0446, 1.0036, 1.6755], [5.2547, 3.1244, 1.6818], [4.2950, 5.1031, 0.5190], [2.1965, 4.8788, -0.7108], [-1.8928, 3.1817, -0.3607], [0.2421, 3.3713, 1.8293], [-0.7979, 1.9704, 1.5351], [-1.4980, 3.5023, 2.0699], [0.1148, 5.4243, 0.2415], [-1.5999, 5.4414, 0.6373], [-1.1085, 5.4410, -1.0488], [0.9386, 2.8451, -3.3336], [-1.5574, 4.5035, -2.8821], [-1.6416, 2.7587, -3.0290], [-0.9963, 3.7188, -4.3562], [0.7417, 5.6577, -2.1752], [0.9579, 5.2387, -3.8685], [2.1932, 4.7860, -2.7054], [-7.0212, -3.6518, 0.0932], [-5.9553, -2.6889, -0.3547], [-4.6112, -2.9254, -0.0752], [-3.6348, -2.0239, -0.4638], [-4.0185, -0.8838, -1.1576], [-5.3507, -0.6212, -1.4578], [-6.3093, -1.5255, -1.0455], [-2.8299, 0.2552, -1.7487], [-1.6733, 0.1873, -0.7060], [-3.3462, 1.5907, -1.7586], [-2.2886, -0.1611, -3.1407], [-2.1569, -1.5958, -3.4526], [-1.1253, -2.2964, -2.5808], [-1.2559, -3.4400, -2.2210], [-0.1133, -1.5248, -2.1960], [-6.5883, -4.5631, 0.5028], [-7.6754, -3.9195, -0.7379], [-7.6463, -3.1925, 0.8621], [-4.3257, -3.8270, 0.4569], [-2.5981, -2.1829, -0.1992], [-5.6141, 0.2842, -1.9929], [-7.3539, -1.3347, -1.2645], [-1.8447, -1.6837, -4.4933], [-3.0953, -2.1356, -3.3482], [-0.0623, -2.7198, 0.2751], [-0.4283, -3.2999, -0.4131], [0.3747, -3.3046, 0.9054], [0.2318, 0.7415, -3.5498], [0.6285, 0.3622, -4.3388], [-0.7533, 0.5702, -3.6342]], "lowdin_charge": [0.758, -0.111, -0.525, -0.118, 1.110, -0.565, -0.115, -0.126, -0.390, -0.107, -0.061, -0.062, -0.107, -0.253, 0.738, -0.298, -0.084, -0.055, -0.060, -0.087, -0.377, 1.108, -0.497, -0.095, -0.103, -0.510, -0.100, -0.087, -0.289, -0.125, -0.059, -0.057, -0.092, -0.372, 1.084, -0.489, -0.103, -0.087, -0.512, -0.096, -0.098, 0.084, 0.060, 0.075, 0.078, 0.083, 0.033, 0.090, 0.081, 0.070, 0.063, 0.086, 0.071, 0.086, 0.053, 0.097, 0.112, 0.111, 0.070, 0.098, 0.111, 0.111, 0.105, 0.081, 0.079, 0.047, 0.094, 0.074, 0.065, 0.091, 0.088, 0.058, 0.064, 0.093, 0.054, 0.095, 0.071, 0.105, 0.117, 0.114, 0.077, 0.094, 0.088, 0.040, 0.087, 0.078, 0.090, 0.057, 0.051, 0.080, 0.039, 0.094, 0.066, 0.091, 0.069, -0.035, -0.247, -0.020, -0.064, -0.291, -0.033, -0.016, 0.670, -0.466, -0.268, -0.211, -0.130, -0.538, 0.114, -0.245, 0.080, 0.088, 0.091, 0.122, 0.082, 0.124, 0.125, 0.135, 0.126, -0.090, 0.032, 0.040, -0.140, 0.078, 0.036]}

Record 2
{"formula": "C4H6O2", "method": "wB97M-V/def2-TZVPD", "homo_energy_ev": -10.11, "lumo_ev": 0.347, "spin_multiplicity": 1, "smiles": "CC(C=O)C=O", "elements": ["C", "C", "C", "O", "C", "O", "H", "H", "H", "H", "H", "H"], "positions_angstrom": [[0.4077, 1.1869, 0.4966], [0.2273, -0.0565, -0.3575], [0.5545, -1.3259, 0.4141], [0.9507, -2.3432, -0.0945], [-1.2106, -0.1738, -0.8382], [-2.0957, 0.5536, -0.4649], [0.1830, 2.0841, -0.0847], [-0.2892, 1.1622, 1.3399], [1.4304, 1.2575, 0.8770], [0.8640, -0.0698, -1.2513], [0.3782, -1.2556, 1.5081], [-1.4070, -0.9939, -1.5538]], "nbo_charge": [-0.611, -0.446, 0.452, -0.499, 0.448, -0.503, 0.232, 0.225, 0.216, 0.245, 0.115, 0.125]}

Respective relative energy (zero: lowest compared OMol25 entry of this formula, charge and spin) values: 1.0415; 1.0412 eV.